# 1
# C35H37BrP2Ti

A molecular structure, C35H37BrP2Ti at a distorted geometry (ωB97M-V with the def2-TZVPD basis set, the Open Molecules 2025 dataset).

Last column: Löwdin charge in e.
Element x y z (Å)
Ti (0.7526, 0.5510, 2.7784)  0.490
C (0.0494, -2.4919, -2.8969)  -0.091
C (0.7946, -1.4120, -3.1739)  -0.152
C (0.4629, -0.3919, -4.2211)  -0.177
C (-1.0440, -0.0201, -4.3711)  -0.171
C (-1.8482, 0.0112, -3.0991)  -0.124
C (-2.5326, -1.0201, -2.6024)  -0.117
C (-2.5059, -2.4255, -3.1380)  -0.166
C (-1.1450, -2.9059, -3.6953)  -0.182
C (0.1101, 2.0397, 4.1127)  -0.198
H (0.3641, -3.2137, -2.1367)  0.106
H (1.7867, -1.3068, -2.7392)  0.087
H (0.8006, -0.7633, -5.2031)  0.128
H (1.0149, 0.5459, -4.0459)  0.104
H (-1.0991, 0.9881, -4.8121)  0.119
H (-1.5138, -0.6978, -5.0980)  0.111
H (-1.9688, 1.0262, -2.6914)  0.097
H (-3.3508, -0.8575, -1.8963)  0.083
H (-3.2554, -2.4914, -3.9437)  0.130
H (-2.8318, -3.1266, -2.3547)  0.112
H (-1.1766, -4.0018, -3.7142)  0.120
H (-1.0578, -2.5852, -4.7391)  0.108
H (-0.0978, 1.4835, 5.0402)  0.019
H (-0.7724, 2.6341, 3.8595)  0.015
H (0.9450, 2.7365, 4.3175)  0.046
P (1.9987, -0.0257, 0.7313)  0.978
P (-1.0460, 1.1710, 1.4115)  0.956
C (0.7975, 0.4254, -0.5479)  -0.237
C (-0.4240, 0.9065, -0.2568)  -0.250
C (3.6183, 0.6757, 0.2810)  -0.377
C (3.9116, 0.9118, -1.0698)  -0.076
C (5.1360, 1.4788, -1.4301)  -0.039
C (6.0531, 1.8488, -0.4383)  -0.034
C (5.7478, 1.6415, 0.9129)  -0.051
C (4.5382, 1.0580, 1.2806)  -0.088
C (2.1572, -1.8582, 0.6314)  -0.356
C (1.0673, -2.6431, 1.0309)  -0.178
C (1.2489, -3.9955, 1.3158)  -0.063
C (2.4945, -4.5927, 1.0792)  -0.034
C (3.5591, -3.8286, 0.5765)  -0.040
C (3.4021, -2.4573, 0.3772)  -0.061
C (-1.6589, 2.8816, 1.4197)  -0.364
C (-0.7328, 3.9390, 1.3123)  -0.093
C (-1.1936, 5.2482, 1.4286)  -0.049
C (-2.5648, 5.4977, 1.6042)  -0.029
C (-3.4800, 4.4313, 1.6764)  -0.039
C (-3.0302, 3.1158, 1.5964)  -0.061
C (-2.3885, 0.0195, 1.8245)  -0.366
C (-2.7042, -0.3561, 3.1424)  -0.097
C (-3.8095, -1.1785, 3.3585)  -0.038
C (-4.5754, -1.6193, 2.2660)  -0.024
C (-4.2241, -1.2718, 0.9476)  -0.034
C (-3.1198, -0.4596, 0.7292)  -0.086
H (1.1071, 0.2887, -1.5875)  0.050
H (-1.0969, 1.2753, -1.0318)  0.067
H (3.1836, 0.6549, -1.8353)  0.094
H (5.3658, 1.6295, -2.4878)  0.124
H (7.0042, 2.3019, -0.7224)  0.124
H (6.4688, 1.9322, 1.6855)  0.125
H (4.2863, 0.8919, 2.3300)  0.104
H (0.0902, -2.1878, 1.1732)  0.083
H (0.4211, -4.5924, 1.7104)  0.123
H (2.6317, -5.6547, 1.2872)  0.122
H (4.5158, -4.3094, 0.3428)  0.125
H (4.2284, -1.8450, 0.0333)  0.107
H (0.3305, 3.7281, 1.1734)  0.112
H (-0.4843, 6.0832, 1.3727)  0.124
H (-2.9264, 6.5283, 1.6590)  0.124
H (-4.5500, 4.6268, 1.7882)  0.124
H (-3.7167, 2.2728, 1.6772)  0.112
H (-2.0916, -0.0060, 3.9786)  0.084
H (-4.0814, -1.4667, 4.3823)  0.128
H (-5.4561, -2.2343, 2.4355)  0.122
H (-4.8163, -1.6156, 0.0898)  0.125
H (-2.8009, -0.1704, -0.2685)  0.066
Br (0.7273, -1.4002, 4.0866)  0.369

## Properties
* max |F|: 3.99 eV/A
* orbital gap: 5.43 eV
* 2S+1: 1
* energy relative to the best compared isomer or geometry (same formula, charge and spin): 0.021 eV
* DFT total energy: -148613.5081 eV
* LUMO level: -8.09 eV
* total charge: +2


# 2
# C4H6ClNOS

2 unconnected molecules or ions with the total composition C4H6ClNOS at a distorted geometry (ωB97M-V with the def2-TZVPD basis set, the Open Molecules 2025 dataset).

Last column: Löwdin charge in e.
Element x y z (Å)
C (1.9975, 0.1206, -0.0838)  -0.038
N (0.6569, -0.1810, -0.6254)  -0.375
S (0.1668, 0.3172, -2.1598)  1.004
C (-1.4666, -0.1308, -1.8343)  -0.385
C (-1.6945, -0.3353, -0.5370)  -0.054
C (-0.3972, -0.3961, 0.2194)  -0.502
O (-0.3169, -0.6200, 1.4197)  -0.025
H (2.3670, -0.7430, 0.2455)  0.042
H (2.7169, 0.3736, -0.9647)  0.124
H (2.0864, 0.8285, 0.6441)  0.063
H (-2.1944, -0.0962, -2.7307)  0.114
H (-2.5680, -0.5529, -0.1185)  0.069
Cl (-0.6304, 1.0519, 3.7640)  0.331
H (-0.7235, 0.3636, 2.7616)  -0.369

## Properties
* SMILES: Cn1sccc1=O.Cl
* max |F|: 5.44 eV/A
* orbital gap: 9.32 eV
* 2S+1: 1
* energy relative to the best compared isomer or geometry (same formula, charge and spin): 1.427 eV
* DFT total energy: -31139.5120 eV
* LUMO level: 0.39 eV
* total charge: 0


# 3
# C9H16N3

A gas-phase ion, C9H16N3 (charge +1) at a distorted geometry (ωB97M-V with the def2-TZVPD basis set, the Open Molecules 2025 dataset).

Last column: Löwdin charge in e.
Element x y z (Å)
C (-0.4149, -2.0382, 1.9817)  0.052
C (-0.6308, -1.1514, 1.0051)  -0.130
N (-1.8883, -0.6485, 0.6204)  -0.208
C (-3.0494, -1.1239, 1.3218)  -0.005
N (-1.8004, 0.4162, -0.0829)  0.155
C (-0.6250, 0.5549, -0.5996)  -0.266
C (-0.2029, 1.7726, -1.4761)  -0.035
C (1.0501, 2.5069, -0.7907)  -0.054
N (2.1065, 1.4732, -0.4924)  0.069
C (1.6360, 0.3750, 0.4562)  -0.056
C (0.4621, -0.3022, -0.1624)  -0.329
C (0.8535, -1.2855, -1.2422)  -0.040
H (-1.3679, -2.5457, 2.3268)  0.067
H (0.4353, -2.7569, 2.2062)  0.091
H (-3.9782, -1.0278, 0.6633)  0.132
H (-2.7714, -2.1187, 1.4896)  0.046
H (-3.1383, -0.5375, 2.2075)  0.093
H (-0.2023, 1.3557, -2.4451)  0.108
H (-0.8109, 2.6102, -1.4123)  0.092
H (1.5104, 3.2421, -1.4318)  0.129
H (0.6858, 2.9497, 0.1043)  0.127
H (2.3420, 0.8828, -1.3256)  0.183
H (2.9864, 1.9473, -0.2464)  0.190
H (1.3229, 0.8214, 1.4089)  0.153
H (2.4080, -0.3220, 0.6773)  0.135
H (1.5142, -0.9756, -1.9827)  0.041
H (0.0956, -1.8929, -1.8853)  0.144
H (1.4720, -2.1812, -0.8935)  0.116

## Properties
* SMILES: C=C1N(C)N=C2CC[NH2+]C[C@@]12C
* max |F|: 5.18 eV/A
* orbital gap: 7.83 eV
* 2S+1: 1
* energy relative to the best compared isomer or geometry (same formula, charge and spin): 5.719 eV
* DFT total energy: -14052.3849 eV
* LUMO level: -3.26 eV
* total charge: +1


orbital gap of number 2 (C4H6ClNOS)?
9.32 eV